C13H15N8O5STc | ωB97M-V with the def2-TZVPD basis set

The geometry in XYZ format:
```
43
C13H15N8O5STc, DFT ωB97M-V with the def2-TZVPD basis set
Tc 0.87 -0.03 0.34
O 2.08 -1.37 1.48
C 1.69 -2.73 1.78
C 0.50 -2.76 2.72
N -0.83 -2.72 2.11
C -1.14 -3.52 1.05
C -0.84 -2.74 -0.52
O -1.31 -3.42 -1.38
O -0.21 -1.68 -0.46
C -1.82 -1.74 2.56
C -1.60 -0.45 1.77
O -2.45 0.04 1.06
O -0.38 0.00 1.91
H 3.02 -1.32 1.27
H 2.53 -3.20 2.29
H 1.51 -3.27 0.85
H 0.58 -1.94 3.43
H 0.55 -3.70 3.28
H -2.20 -3.73 0.95
H -0.52 -4.41 0.96
H -1.68 -1.54 3.62
H -2.82 -2.13 2.38
C -2.18 3.73 -1.56
C -0.95 3.76 -0.74
N -0.36 4.81 -0.26
N 0.72 4.32 0.43
C 0.81 3.00 0.40
S 1.94 1.94 1.12
N -0.25 2.63 -0.35
N -0.51 1.28 -0.65
H -2.52 4.76 -1.70
H -2.96 3.16 -1.06
H -1.97 3.29 -2.54
H 1.34 4.95 0.91
H -1.43 1.02 -0.25
H -0.51 1.18 -1.67
N 1.99 -0.07 -1.34
C 2.13 0.16 -2.48
C 2.01 0.62 -3.76
C 0.89 1.50 -3.80
N -0.04 2.14 -3.59
C 2.83 0.25 -4.85
N 3.51 -0.06 -5.72
```

Calculated values
- Relative energy (zero: lowest compared OMol25 entry of this formula, charge and spin): 0.4336 eV
- 2S+1: 4
- LUMO energy (spin up / spin down): -3.01 / -6.05 eV
- ⟨S²⟩: 3.7698
- Orbital gap (spin up / spin down): 0.3005 / 0.1927 Ha
- Net charge: +1